DFT (ωB97M-V/def2-TZVPD) results for C21H29BaCl2O4 as an isolated structure.

Summary:
* HOMO level: -0.14161 hartree
* spin multiplicity: 1
* net charge: -1
* energy above the lowest of the compared OMol25 structures with the same formula, charge and spin: 214.3 kJ/mol
* LUMO energy: 1.94 eV
* electronic energy: -2064.3898 Eh

CARTESIAN COORDINATES (ANGSTROEM)
O: -0.1344 0.0555 -2.3710
C: 0.9382 -0.5104 -3.1957
C: 0.4383 0.4107 -4.3171
H: 0.7404 -1.5851 -3.3020
H: 1.9438 -0.3056 -2.7805
C: -0.7347 0.8359 -3.3804
H: 0.1079 -0.1117 -5.2036
H: 1.1120 1.2408 -4.5039
C: -2.0615 0.1949 -3.6975
H: -1.9763 -0.9032 -3.7066
H: -2.3649 0.5427 -4.6890
H: -2.8344 0.4826 -2.9696
C: -0.8296 2.2904 -2.9932
H: 0.1650 2.7374 -2.8549
H: -1.4196 2.4363 -2.0704
H: -1.3421 2.8103 -3.8151
Ba: 0.2173 -0.4357 -0.1848
C: 0.9409 1.6314 1.6081
C: 1.9300 0.5849 1.5052
C: 2.5069 0.6362 0.1748
H: 2.0756 -0.2393 2.2331
C: 1.8500 1.7167 -0.5382
C: 0.8868 2.3266 0.3519
H: 0.1668 3.1261 0.0718
H: 0.2883 1.8106 2.4849
H: 3.1228 -0.1700 -0.2943
H: 1.9664 1.9351 -1.6209
C: -1.5620 -0.4648 1.9192
C: -2.0250 0.7216 1.2643
C: -2.4798 0.3674 -0.0550
H: -1.9703 1.7530 1.6632
C: -2.3171 -1.0672 -0.2235
C: -1.7483 -1.5809 1.0076
H: -1.3092 -2.5930 1.1389
H: -1.0635 -0.5260 2.9003
H: -2.7929 1.0911 -0.8442
H: -2.3213 -1.6228 -1.1999
O: 0.7006 -1.6650 -7.3477
C: 0.2519 -0.5674 -8.1942
C: 0.4148 -0.9594 -9.6741
H: 0.8706 0.3328 -7.9737
H: -0.7910 -0.3269 -7.9193
C: 1.6275 -1.9029 -9.6036
H: 0.5616 -0.0971 -10.3318
H: -0.4706 -1.5274 -9.9941
C: 1.3934 -2.5962 -8.2468
H: 2.5490 -1.3039 -9.5496
H: 1.6887 -2.6018 -10.4437
H: 2.3319 -2.9144 -7.7610
H: 0.7675 -3.5043 -8.3988
Cl: 1.2869 -1.3087 4.3412
C: 0.8899 -2.9071 3.6359
Cl: -0.8603 -3.1916 3.6780
C: 1.4892 -3.1053 2.1145
O: 2.2321 -4.1234 2.1132
O: 1.1584 -2.2969 1.2204
H: 1.3476 -3.6607 4.2846

DFT (ωB97M-V/def2-TZVPD) results for C21H29BrClNO6Si2Sn as an isolated structure.

Summary:
* HOMO level: -0.05357 hartree
* spin multiplicity: 1
* net charge: -2
* energy above the lowest of the compared OMol25 structures with the same formula, charge and spin: 0.0 kJ/mol
* LUMO energy: 4.05 eV
* electronic energy: -5151.1855 Eh

CARTESIAN COORDINATES (ANGSTROEM)
Sn: 1.3973 -0.0384 -3.1694
C: 1.9809 -2.9444 -0.7820
Si: 2.9218 -1.5783 -1.6980
C: 4.3883 -2.4585 -2.5393
C: 3.6812 -0.5347 -0.2915
C: 4.7092 -1.0404 0.5118
C: 5.1768 -0.3452 1.6171
C: 4.6105 0.8812 1.9448
C: 3.6005 1.4020 1.1504
C: 3.1297 0.7194 0.0239
Si: 1.8364 1.5230 -1.1263
C: 2.8380 2.9420 -1.9155
C: 0.5622 2.4033 -0.0427
H: 2.6513 -3.4891 -0.1080
H: 1.5254 -3.6583 -1.4730
H: 1.1799 -2.4980 -0.1877
H: 4.9534 -3.0816 -1.8378
H: 5.0740 -1.7326 -2.9835
H: 4.0226 -3.1032 -3.3432
H: 5.1463 -2.0077 0.2789
H: 5.9694 -0.7618 2.2302
H: 4.9553 1.4262 2.8171
H: 3.1655 2.3622 1.4138
H: 3.3230 3.5557 -1.1486
H: 2.1784 3.5823 -2.5077
H: 3.6099 2.5519 -2.5839
H: 0.9380 3.3829 0.2673
H: 0.3654 1.8183 0.8549
H: -0.3903 2.5650 -0.5515
O: -4.7678 4.8762 0.1024
Cl: -3.9969 3.8583 0.7687
O: -4.8797 3.0557 1.6083
O: -2.9862 4.4605 1.6049
O: -3.3709 2.9889 -0.2016
O: -0.5815 0.2313 3.4582
C: -1.0292 0.0306 2.2087
O: -0.4491 -0.6427 1.3997
C: -2.3010 0.8070 1.8910
N: -2.9300 1.2887 3.1287
C: -3.9516 0.2897 3.5112
C: -4.0351 -0.7451 2.3669
C: -3.3426 -0.0583 1.1900
H: -1.9844 1.6498 1.2768
H: -3.3872 2.1656 2.8980
H: -1.2665 0.8292 3.8446
H: -4.9062 0.7929 3.6740
H: -3.6698 -0.1928 4.4514
H: -5.0648 -1.0251 2.1427
H: -3.4980 -1.6565 2.6406
H: -4.0283 0.5997 0.6507
H: -2.8802 -0.7526 0.4910
Br: -4.2998 -3.9352 -2.6206
C: -2.7194 -2.8538 -2.6815
C: -1.5910 -3.3432 -3.3142
C: -0.4605 -2.5365 -3.3606
C: -0.4098 -1.2668 -2.7783
C: -1.5747 -0.8276 -2.1430
C: -2.7305 -1.6015 -2.0973
H: -1.5974 -4.3266 -3.7671
H: 0.4157 -2.9185 -3.8790
H: -1.5981 0.1485 -1.6690
H: -3.6281 -1.2330 -1.6167

DFT (ωB97M-V/def2-TZVPD) results for C21H29FN2O6S in the gas phase.

Summary:
* HOMO level: -0.34464 hartree
* spin multiplicity: 1
* structure (SMILES): C[C@@H](OC(=O)c1cc(S(=O)(=O)N2CCOCC2)ccc1F)C(=O)N[C@H]1CCCC[C@@H]1C
* net charge: 0
* energy above the lowest of the compared OMol25 structures with the same formula, charge and spin: 33.3 kJ/mol
* LUMO energy: 0.26 eV
* electronic energy: -1876.6422 Eh

CARTESIAN COORDINATES (ANGSTROEM)
C: -0.9610 2.2838 2.7182
C: -1.1994 2.1049 1.2307
O: 0.0614 1.7994 0.6081
C: 0.2431 2.1575 -0.6578
O: -0.5668 2.7434 -1.3325
C: 1.5780 1.6852 -1.1274
C: 1.9652 0.3774 -0.8590
C: 3.2009 -0.0699 -1.2718
S: 3.6866 -1.7480 -0.8421
O: 2.4991 -2.5459 -0.8118
O: 4.7698 -2.1295 -1.6975
N: 4.2892 -1.7373 0.7098
C: 5.5934 -1.1538 0.8986
C: 5.4721 0.3425 1.2786
O: 4.1290 0.7659 1.2198
C: 3.3063 0.0366 2.1049
C: 3.3501 -1.4761 1.7728
C: 4.0654 0.7448 -1.9774
C: 3.6907 2.0450 -2.2666
C: 2.4560 2.5026 -1.8348
F: 2.1207 3.7742 -2.0842
C: -2.1417 0.9065 0.9472
O: -2.3764 0.0703 1.7915
N: -2.6068 0.9034 -0.3108
C: -3.3742 -0.1911 -0.8974
C: -2.5392 -1.4755 -0.9112
C: -3.3147 -2.6136 -1.5634
C: -4.6275 -2.8429 -0.8233
C: -5.4586 -1.5644 -0.8142
C: -4.7005 -0.4113 -0.1548
C: -5.5447 0.8608 -0.1566
H: -1.8793 2.6182 3.1918
H: -0.1764 3.0158 2.8890
H: -0.6727 1.3311 3.1542
H: -1.6029 3.0165 0.7723
H: 1.3004 -0.2955 -0.3416
H: 6.1103 -1.7132 1.6853
H: 6.1285 -1.2943 -0.0396
H: 6.0097 0.9806 0.5761
H: 5.8682 0.5143 2.2907
H: 2.3056 0.4518 1.9797
H: 3.6382 0.2101 3.1394
H: 3.6560 -2.0562 2.6497
H: 2.3859 -1.8485 1.4299
H: 5.0148 0.3466 -2.2983
H: 4.3385 2.7121 -2.8132
H: -2.3140 1.6451 -0.9313
H: -3.5943 0.1083 -1.9280
H: -1.6047 -1.2967 -1.4494
H: -2.2946 -1.7414 0.1179
H: -2.7098 -3.5216 -1.5498
H: -3.5225 -2.3643 -2.6070
H: -5.1903 -3.6478 -1.3003
H: -4.4145 -3.1430 0.2044
H: -6.3932 -1.7336 -0.2758
H: -5.7115 -1.2882 -1.8413
H: -4.4667 -0.6815 0.8781
H: -6.4824 0.6894 0.3664
H: -5.0200 1.6725 0.3414
H: -5.7719 1.1682 -1.1760

DFT (ωB97M-V/def2-TZVPD) results for C21H29N3O3 in the gas phase.

Summary:
* HOMO level: -0.33323 hartree
* spin multiplicity: 1
* structure (SMILES): CN(CC[C@@H]1CCCCO1)C(=O)CCc1nnc(CCc2ccccc2)o1
* net charge: 0
* energy above the lowest of the compared OMol25 structures with the same formula, charge and spin: 251.7 kJ/mol
* LUMO energy: 0.73 eV
* electronic energy: -1207.6150 Eh

CARTESIAN COORDINATES (ANGSTROEM)
C: -1.1737 4.2402 -0.3905
N: -0.4479 3.2595 0.3794
C: 0.3853 3.7429 1.4625
C: 1.6295 4.4822 0.9661
C: 2.5278 3.6391 0.0578
C: 3.2113 2.4846 0.7945
C: 4.1806 1.7690 -0.1444
C: 5.1510 2.7844 -0.7419
C: 4.3508 3.9065 -1.4015
O: 3.4788 4.5368 -0.4940
C: -0.4238 1.9432 0.0732
O: 0.2196 1.1363 0.7214
C: -1.2553 1.5196 -1.1287
C: -1.1161 0.0124 -1.3396
C: -1.6213 -0.6982 -0.1401
N: -2.6925 -0.4262 0.5308
N: -2.7619 -1.3210 1.5415
C: -1.7323 -2.0923 1.4344
C: -1.3895 -3.2764 2.2552
C: -2.1097 -4.5210 1.6961
C: -1.8026 -4.6723 0.2329
C: -2.6585 -4.1401 -0.7233
C: -2.3384 -4.2029 -2.0678
C: -1.1585 -4.8027 -2.4734
C: -0.3027 -5.3421 -1.5284
C: -0.6225 -5.2739 -0.1842
O: -0.9628 -1.7519 0.3759
H: -0.7207 4.4028 -1.3729
H: -1.1642 5.1840 0.1503
H: -2.2116 3.9357 -0.5301
H: 0.6728 2.8719 2.0529
H: -0.2082 4.4127 2.0924
H: 2.2130 4.8107 1.8266
H: 1.3400 5.3724 0.4041
H: 1.9261 3.2166 -0.7680
H: 2.4540 1.7854 1.1470
H: 3.7573 2.8850 1.6512
H: 4.7240 0.9927 0.3967
H: 3.6159 1.2871 -0.9469
H: 5.8029 2.3161 -1.4807
H: 5.7702 3.2095 0.0501
H: 5.0086 4.6959 -1.7730
H: 3.7746 3.4963 -2.2481
H: -0.9287 2.0606 -2.0184
H: -2.3038 1.7508 -0.9354
H: -1.6912 -0.2985 -2.2152
H: -0.0712 -0.2655 -1.4815
H: -1.7000 -3.0982 3.2842
H: -0.3094 -3.4226 2.2141
H: -1.7757 -5.3987 2.2522
H: -3.1836 -4.3980 1.8428
H: -3.5782 -3.6653 -0.4096
H: -3.0113 -3.7805 -2.8003
H: -0.9069 -4.8500 -3.5229
H: 0.6187 -5.8129 -1.8391
H: 0.0514 -5.6910 0.5512

DFT (ωB97M-V/def2-TZVPD) results for C21H29N3O3S in the gas phase.

Summary:
* HOMO level: -0.26444 hartree
* spin multiplicity: 1
* structure (SMILES): CCOCCCNC(=O)CNC(=S)N(Cc1ccc(C)cc1)Cc1ccco1
* net charge: 0
* energy above the lowest of the compared OMol25 structures with the same formula, charge and spin: 1938.7 kJ/mol
* LUMO energy: 0.69 eV
* electronic energy: -1605.1384 Eh

CARTESIAN COORDINATES (ANGSTROEM)
C: 3.2664 -5.3540 0.0213
C: 4.6645 -5.1113 -0.0581
O: 5.0897 -4.2086 1.2304
C: 5.1942 -4.8076 2.4812
C: 3.6181 -4.7829 3.3366
C: 3.3989 -3.3104 3.6905
N: 3.1667 -2.4268 2.4090
C: 2.0171 -1.7656 2.4553
O: 1.1156 -1.7782 3.1676
C: 1.9549 -1.1967 0.6792
N: 0.6949 -0.3296 0.8902
C: 0.5212 0.6260 0.0181
S: 1.7914 1.0483 -0.9289
N: -0.4305 1.4836 0.1725
C: -0.6146 2.7923 -0.6065
C: -1.5081 2.7997 -1.6698
C: -1.7056 1.7758 -2.5513
C: -2.3284 1.8380 -3.6089
C: -3.3392 2.6902 -3.8687
C: -4.3021 2.8463 -5.0671
C: -3.2152 3.8703 -2.7699
C: -2.5140 3.8550 -1.7196
C: -1.6221 0.9537 0.8791
C: -2.9472 1.3885 0.3909
C: -3.9239 0.8770 -0.2766
C: -5.0746 1.5446 -0.6374
C: -4.5578 2.9291 0.2836
O: -3.5349 2.5849 0.9005
H: 2.9085 -6.1050 0.7111
H: 2.9323 -5.8068 -0.9387
H: 2.5339 -4.5952 0.0805
H: 5.4264 -5.6684 0.2305
H: 4.9517 -4.4170 -0.7620
H: 5.8611 -4.3253 3.0161
H: 5.1972 -5.7808 2.3087
H: 2.7678 -5.0877 2.7983
H: 3.5650 -5.1936 4.2284
H: 4.3914 -2.8261 4.3060
H: 2.4833 -3.1185 4.3299
H: 3.7429 -2.6167 1.7832
H: 2.0144 -1.7962 -0.0333
H: 2.8072 -0.3309 0.5415
H: 0.1181 -0.3962 1.5624
H: -1.0898 3.3303 0.2677
H: 0.2923 3.0842 -0.7417
H: -0.9236 0.9257 -2.3876
H: -2.3160 1.0335 -4.4447
H: -5.0274 3.4209 -5.0482
H: -4.6822 1.8072 -5.1610
H: -3.5642 3.2163 -5.9087
H: -4.2660 4.4572 -2.9462
H: -2.4203 4.7101 -1.0149
H: -1.5654 -0.1358 1.0509
H: -1.4635 1.3934 1.8973
H: -3.4603 -0.0283 -0.7814
H: -5.7290 1.6714 -1.2962
H: -5.1965 3.6191 0.6040

DFT (ωB97M-V/def2-TZVPD) results for C21H29N3O4S in the gas phase.

Summary:
* HOMO level: -0.29916 hartree
* spin multiplicity: 1
* structure (SMILES): CCN1CCC[C@@H]1CNC(=O)CS(=O)(=O)Cc1nc(-c2ccccc2C)oc1C
* net charge: 0
* energy above the lowest of the compared OMol25 structures with the same formula, charge and spin: 152.5 kJ/mol
* LUMO energy: 0.69 eV
* electronic energy: -1681.0540 Eh

CARTESIAN COORDINATES (ANGSTROEM)
C: -2.8835 -3.1330 1.8158
C: -2.2687 -1.7750 1.4577
N: -2.6288 -1.2113 0.1716
C: -2.1554 -1.9117 -1.0094
C: -2.7794 -1.0923 -2.1328
C: -4.1839 -0.8126 -1.5892
C: -4.0390 -0.9128 -0.0552
C: -4.4694 0.3667 0.6767
N: -3.6183 1.4962 0.3909
C: -2.8320 2.0443 1.3340
O: -2.8246 1.7122 2.5021
C: -1.9486 3.1572 0.8017
S: -0.8589 2.4596 -0.4886
O: 0.1985 3.3866 -0.7699
O: -1.7107 2.1031 -1.6062
C: -0.2071 0.9306 0.2582
C: 1.1060 0.6035 -0.3305
N: 2.2295 0.5594 0.4469
C: 3.2159 0.2956 -0.3621
C: 4.6192 0.1343 -0.0457
C: 5.4936 -0.2098 -1.0797
C: 6.8415 -0.3761 -0.8403
C: 7.3351 -0.1990 0.4421
C: 6.4747 0.1440 1.4695
C: 5.1137 0.3173 1.2554
C: 4.2185 0.6920 2.3885
O: 2.8043 0.1634 -1.6456
C: 1.4662 0.3649 -1.6306
C: 0.7086 0.2970 -2.9028
H: -2.4865 -3.4614 2.7721
H: -2.6364 -3.8826 1.0675
H: -3.9653 -3.0682 1.9030
H: -1.1785 -1.8726 1.4621
H: -2.5377 -1.0423 2.2234
H: -1.0634 -1.9195 -1.0300
H: -2.5124 -2.9537 -1.0581
H: -2.7941 -1.6216 -3.0832
H: -2.2370 -0.1557 -2.2523
H: -4.8919 -1.5607 -1.9464
H: -4.5447 0.1660 -1.9002
H: -4.6905 -1.7208 0.3164
H: -5.4991 0.6043 0.3891
H: -4.4342 0.2161 1.7579
H: -3.3985 1.6915 -0.5787
H: -2.5266 3.9440 0.3239
H: -1.3200 3.5674 1.5863
H: -0.9798 0.1803 0.0917
H: -0.0854 1.1274 1.3195
H: 5.0976 -0.3443 -2.0747
H: 7.5059 -0.6423 -1.6487
H: 8.3889 -0.3269 0.6407
H: 6.8683 0.2823 2.4665
H: 3.6921 1.6161 2.1607
H: 3.4573 -0.0711 2.5349
H: 4.7895 0.8149 3.3055
H: -0.1387 0.9754 -2.8621
H: 1.3603 0.5789 -3.7262
H: 0.3435 -0.7151 -3.0831

DFT (ωB97M-V/def2-TZVPD) results for an isolated ion of composition C21H29N4O and charge +1.

Summary:
* HOMO level: -0.40950 hartree
* spin multiplicity: 1
* structure (SMILES): CC[NH+](CC)CCn1c(NCc2cccc(OC)c2)nc2ccccc21
* net charge: +1
* energy above the lowest of the compared OMol25 structures with the same formula, charge and spin: 43.6 kJ/mol
* LUMO energy: -2.10 eV
* electronic energy: -1111.6848 Eh

CARTESIAN COORDINATES (ANGSTROEM)
C: -0.0404 2.0529 2.5190
C: 1.1031 1.9544 1.5248
N: 0.6737 1.5199 0.1710
C: 1.8679 1.2588 -0.6777
C: 1.5429 0.5229 -1.9665
C: -0.2722 2.4784 -0.4652
C: -1.7139 1.9492 -0.5123
N: -1.8235 0.7650 -1.3158
C: -1.4403 -0.5095 -0.9540
N: -0.8730 -0.7001 0.3137
C: -0.1889 -1.9903 0.5302
C: 1.0025 -1.7488 1.4203
C: 2.2969 -1.8149 0.9155
C: 3.3725 -1.5520 1.7454
C: 3.1825 -1.1980 3.0705
C: 1.8901 -1.1236 3.5858
O: 1.5718 -0.7730 4.8526
C: 2.6096 -0.5847 5.7915
C: 0.8085 -1.4058 2.7476
N: -1.5340 -1.3810 -1.9016
C: -2.0273 -0.6910 -2.9886
C: -2.3277 -1.1384 -4.2674
C: -2.8062 -0.2097 -5.1694
C: -2.9838 1.1286 -4.8194
C: -2.6915 1.5920 -3.5502
C: -2.2126 0.6653 -2.6424
H: 0.3673 2.3258 3.4884
H: -0.5357 1.0934 2.6340
H: -0.7689 2.8104 2.2447
H: 1.8204 1.2173 1.8916
H: 1.6118 2.9176 1.4319
H: 0.1422 0.5750 0.2897
H: 2.3526 2.2149 -0.8913
H: 2.5538 0.6448 -0.0902
H: 2.4701 0.3373 -2.5014
H: 0.8934 1.0893 -2.6287
H: 1.0756 -0.4363 -1.7649
H: -0.2470 3.4254 0.0762
H: 0.0559 2.6708 -1.4875
H: -2.0840 1.7466 0.4973
H: -2.3488 2.7214 -0.9540
H: -1.5489 -0.5275 1.0544
H: 0.1160 -2.3717 -0.4443
H: -0.8668 -2.7215 0.9778
H: 2.4622 -2.1029 -0.1112
H: 4.3777 -1.6247 1.3592
H: 4.0398 -1.0027 3.6934
H: 2.1138 -0.3786 6.7379
H: 3.2437 0.2657 5.5224
H: 3.2236 -1.4830 5.8930
H: -0.1804 -1.3804 3.1795
H: -2.1928 -2.1741 -4.5304
H: -3.0525 -0.5227 -6.1717
H: -3.3601 1.8200 -5.5570
H: -2.8367 2.6295 -3.2884

DFT (ωB97M-V/def2-TZVPD) results for a 2-piece molecular cluster, C21H29N4O8S overall.

Summary:
* HOMO level: -0.40745 hartree
* spin multiplicity: 1
* net charge: +1
* energy above the lowest of the compared OMol25 structures with the same formula, charge and spin: 0.2 kJ/mol
* LUMO energy: -2.09 eV
* electronic energy: -2036.6010 Eh

CARTESIAN COORDINATES (ANGSTROEM)
O: -4.1338 3.4336 -1.3993
O: 4.1599 -3.4700 4.4994
O: -5.3766 0.9739 -5.5538
O: 2.4377 -2.5239 5.6182
O: 3.9100 -1.9112 2.2452
O: 2.0819 -0.0755 -0.4060
O: 0.5215 -1.9052 3.7518
O: -0.0425 -1.4346 1.1238
S: 4.9661 -1.3182 -0.1563
C: -5.0657 2.6810 -1.1306
C: 3.2490 -2.6629 4.5376
C: -5.8614 1.1764 -4.4509
C: -1.9905 -0.3904 -1.5375
C: -2.6664 0.5697 -2.2391
C: -0.9634 1.5477 -1.2112
C: 8.9893 -0.2227 1.7231
C: 8.3447 -1.4070 2.0968
C: 8.3885 0.6346 0.7959
C: 7.1000 -1.7329 1.5429
C: 7.1466 0.3031 0.2408
C: 6.4946 -0.8802 0.6113
N: -0.9313 0.2364 -0.9055
N: -7.1966 1.1378 -4.3396
N: -5.4651 1.7041 -1.9493
N: -2.0145 1.7718 -2.0256
C: -5.8051 2.8199 0.1790
C: -8.0844 1.3445 -3.1935
C: 3.7290 -0.9814 1.1655
C: 2.9614 -1.7545 3.3255
C: 2.3250 -1.1305 0.5454
C: 1.5623 -2.0607 2.7716
C: 1.2481 -1.0848 1.6355
C: -3.8237 0.3273 -3.1850
C: -4.8836 1.4496 -3.2796
H: 2.8136 -3.1261 6.2847
H: 2.8052 -0.0603 -1.0647
H: 0.8256 -2.2462 4.6233
H: -0.5967 -1.6652 1.9011
H: -2.2070 -1.4527 -1.5270
H: -0.2850 2.3016 -0.8217
H: 9.9553 0.0291 2.1520
H: 8.8091 -2.0757 2.8162
H: 8.8917 1.5511 0.5011
H: 6.6010 -2.6545 1.8306
H: 6.6939 0.9620 -0.4932
H: -0.2322 -0.2289 -0.3103
H: -7.6486 0.9472 -5.2231
H: -6.2332 1.1273 -1.6456
H: -2.4050 2.6857 -2.2589
H: -5.4153 3.6842 0.7169
H: -6.8667 2.9685 -0.0131
H: -5.6584 1.9240 0.7802
H: -7.9111 2.3258 -2.7467
H: -9.1229 1.3095 -3.5313
H: -7.9430 0.5542 -2.4542
H: 3.8599 0.0398 1.5375
H: 2.9951 -0.7215 3.6856
H: 2.2732 -2.1053 0.0457
H: 1.5578 -3.0901 2.3919
H: 1.2122 -0.0701 2.0485
H: -3.3922 0.1671 -4.1759
H: -4.3209 -0.6014 -2.8997
H: -4.3666 2.3562 -3.5963

Results for frontier orbital gap: 0.213 0.202 0.354 0.360 0.290 0.324 0.332 0.331 (in Ha, following the order of the records).